1.
ORCA calculation (ωB97M-V/def2-TZVPD) on an isolated molecule of C6H12O2S2 at a distorted geometry.

Cartesian coordinates (Å):
H 1.2183 -1.9987 1.0046
H -1.9723 0.5047 1.3427
H -3.4055 -1.5909 0.0561
H 2.6223 1.9993 0.1889
H -2.5016 -1.9626 1.4746
H 4.1308 1.4217 -0.5853
C 2.7496 -0.2442 0.0909
H 2.9179 -0.5308 -0.9462
C -2.4215 -1.4201 0.4980
H -0.7183 1.1978 -1.0564
H -4.6081 -0.1356 0.4199
O -1.2576 -1.9546 -0.0383
C -2.2133 0.0587 0.4206
S -3.9628 0.9411 0.3214
C -0.5878 -0.9926 -0.7134
C 3.3093 1.1412 0.2170
H -0.4588 -1.3147 -2.0017
O 0.5064 0.1431 1.5848
S 1.0107 -0.5799 0.3932
C -1.3401 0.3094 -0.8104
H 3.7556 1.4011 1.1973
H -2.0829 0.1537 -1.6321

Forces on the atoms, in the same order (eV/Å):
-0.798 2.107 -1.847
1.361 0.234 0.836
0.493 -0.977 -1.185
-0.377 -0.345 -0.533
-0.041 1.315 -0.214
-1.669 -0.954 1.461
-1.530 0.090 -0.956
-0.018 -0.838 -0.089
-1.106 -0.377 2.091
-0.586 -0.474 0.908
-1.494 -2.108 0.194
0.442 -0.919 -1.127
-2.875 2.944 0.738
2.466 1.565 -0.465
2.037 -0.176 -5.016
1.297 2.534 -0.102
0.755 0.452 4.019
-0.238 0.076 -1.337
2.676 -2.468 2.788
-1.724 -1.256 -0.108
0.166 -0.858 -0.254
0.762 0.431 0.195

Summary:
**SMILES**: CC=[S@@H](=O)[C@@H]1C[C@@H](S)CO1
**E_HOMO (alpha / beta)**: -7.701 / -7.700 eV
**Charge**: 0
**Multiplicity**: 1

=====

2.
ORCA calculation (ωB97M-V/def2-TZVPD) on a cluster of 2 separate species, C6H12O3 in total at a distorted geometry.

Cartesian coordinates (Å):
H 0.1387 -0.3147 -2.0571
H -2.2789 0.6813 1.1575
H -1.4915 -0.2276 -2.7142
H -2.0011 -1.6636 0.7338
H -0.5075 -1.9731 -0.1702
C -1.5031 -1.5341 -0.2234
H -0.1029 0.6926 1.2587
H -1.7372 1.9253 -0.0731
C -1.3861 -0.0887 -0.5923
O 1.6037 -0.5393 0.0414
H -2.0621 -2.0755 -0.9854
H 3.3006 0.6965 -0.2254
O 2.7177 -0.2443 2.1534
C 1.7825 0.1948 1.2765
C -1.7759 0.8895 0.2257
C -0.8254 0.1791 -1.9529
O 0.6576 0.6183 1.8988
H -0.7050 1.2444 -2.1340
C 2.2399 0.7282 -0.0103
H 2.2737 -0.7026 2.8797
H 1.6623 1.5137 -0.4874

Forces on the atoms, in the same order (eV/Å):
0.095 -0.049 -0.051
0.035 -0.113 0.219
-0.034 -0.045 -0.054
-0.020 -0.036 0.079
0.056 -0.063 -0.007
0.020 0.069 0.092
0.846 -0.175 0.397
0.121 0.173 -0.076
-0.164 0.018 0.002
-0.371 -0.750 0.770
-0.051 -0.052 -0.076
0.079 0.072 -0.148
0.052 -0.229 0.117
0.234 0.455 -1.467
-0.401 -0.016 -0.308
0.061 0.104 0.099
-0.847 -0.068 0.030
0.012 0.070 -0.043
0.299 0.518 0.584
-0.055 0.041 -0.104
0.031 0.075 -0.055

Summary:
**SMILES**: OC1(O)CO1.C=C(C)C
**E_HOMO**: -9.765 eV
**Charge**: 0
**Multiplicity**: 1

=====

3.
ORCA calculation (ωB97M-V/def2-TZVPD) on a structure of composition C6H12O3 at a distorted geometry.

Cartesian coordinates (Å):
C -0.9413 0.0794 0.5473
O -1.1097 0.1904 1.9085
H -1.7192 0.5336 -1.3565
C 0.5739 -0.7243 -1.0297
H -2.3592 1.5871 -0.0450
H 0.2657 -1.6279 0.9630
H 2.1004 -2.1969 -0.8683
O 1.4695 1.1331 1.2322
C 0.5576 1.2481 0.1703
H 0.9774 0.8853 2.0258
H 2.6142 -0.6837 -1.6703
H -1.0633 -1.9234 -0.2320
H -0.0559 2.1545 0.2752
C 2.0289 -1.1080 -0.8568
O 0.0707 -0.4994 -2.1327
C -2.0581 0.5737 -0.3166
H -1.6519 0.9676 2.0997
H 2.4305 -0.7723 0.0972
H -2.9182 -0.0928 -0.2246
C -0.3235 -1.2166 0.1459
H 1.1115 1.4928 -0.7329

Forces on the atoms, in the same order (eV/Å):
2.734 1.750 -1.282
-0.122 0.117 0.317
-0.166 0.161 0.180
-0.922 -3.366 -1.382
0.024 0.041 -0.039
-0.002 -0.060 -0.070
-0.208 -0.010 -0.138
0.146 -0.228 -0.068
-2.496 0.977 2.016
-0.095 0.059 -0.051
0.081 -0.117 -0.042
0.063 -0.220 0.120
0.017 0.245 0.245
0.180 0.993 -0.091
0.818 0.254 1.419
0.018 -0.181 -0.083
0.034 -0.078 -0.020
-0.046 0.075 0.030
-0.082 -0.001 0.059
0.036 0.565 -0.830
-0.013 -0.978 -0.290

Summary:
**E_HOMO**: -8.748 eV
**Charge**: 0
**Multiplicity**: 1

=====

4.
ORCA calculation (ωB97M-V/def2-TZVPD) on a cluster of 2 separate species, C6H12O4 in total at a distorted geometry.

Cartesian coordinates (Å):
C 1.9858 0.1674 -1.2656
H -0.4933 -1.5699 -0.5706
H 1.5198 -1.0940 2.4471
H 1.6079 1.0545 -1.7688
H 0.5571 -2.5061 1.9165
H -0.8678 3.0211 -0.6924
H -0.2233 -0.9054 2.0838
H -1.9131 2.3399 0.5839
H 3.0720 0.2283 -1.2168
C 1.4491 0.1359 0.1346
O -0.8592 0.9789 -0.5827
O 0.9765 -1.1872 0.4329
H -1.4588 -1.0294 -2.0510
H 1.6912 -0.7184 -1.8140
O 1.6407 0.9461 0.9941
C -1.5636 -1.2338 -0.9887
C -0.9572 2.2442 0.0673
C 0.6893 -1.4349 1.8102
O -2.5038 0.1424 0.7340
H -0.1663 2.3537 0.8061
H -2.3568 -1.9539 -0.8104
C -1.8261 0.0206 -0.2494

Forces on the atoms, in the same order (eV/Å):
-0.531 0.283 -0.071
-2.668 0.435 -1.090
-0.312 -0.094 -0.226
0.057 0.028 -0.034
-0.042 -0.061 -0.070
0.038 -0.095 0.006
0.000 -0.055 0.182
0.044 -0.042 -0.127
-0.009 -0.010 0.088
0.957 -2.238 0.943
-1.201 -0.538 -0.391
1.094 1.819 -0.214
0.060 -0.101 -0.109
-0.022 -0.074 -0.080
-0.468 -0.098 -0.268
1.624 -0.515 0.121
-0.349 0.330 0.259
0.186 0.482 0.200
-0.590 0.153 -0.517
0.090 -0.100 -0.083
0.150 -0.063 0.081
1.893 0.554 1.399

Summary:
**SMILES**: COC(C)=O.COC(C)=O
**E_HOMO**: -10.471 eV
**Charge**: 0
**Multiplicity**: 1

=====

5.
ORCA calculation (ωB97M-V/def2-TZVPD) on a cluster of 2 separate species, C6H12O5PS in total at a distorted geometry.

Cartesian coordinates (Å):
H -2.1593 0.5181 2.7886
O 0.5043 -2.4825 2.4961
C 2.0923 -1.5812 -0.2243
O 0.1403 1.1481 -0.7435
H 2.4416 -0.5373 -2.2769
S -1.3672 1.5369 2.4409
H 0.8921 -1.0171 -2.0212
P 0.2862 0.1196 0.5154
C -0.5279 -1.9814 2.7098
C -1.0367 1.1428 -1.5488
O 1.8790 -0.3985 0.4771
H 3.1028 -1.8242 0.1623
H 1.4200 -2.5259 -0.0050
H -1.0556 3.1148 -1.1157
C -1.8475 2.3861 -1.1836
H -1.6537 0.3713 -1.2778
H -2.3941 2.2315 -0.3776
C 1.8269 -1.2908 -1.7876
C 0.1805 0.7467 2.1203
H -2.4961 2.7708 -1.8832
H -0.9888 1.1758 -2.6380
H 0.9619 1.2331 2.5847
O -1.6563 -1.8232 2.9679
O -0.7418 -0.9255 0.2536
H 2.1973 -2.1079 -2.4338

Forces on the atoms, in the same order (eV/Å):
0.023 -0.288 0.169
0.156 0.522 0.241
-0.507 -1.407 -1.873
0.601 0.234 -0.931
0.369 0.837 0.883
-0.164 0.588 -0.095
-3.705 0.458 -0.345
0.004 -0.332 1.672
-0.553 -1.095 -0.332
-0.915 2.133 0.082
-2.475 0.881 0.261
-0.187 -0.368 -1.281
0.878 2.173 0.194
-0.084 0.811 0.799
4.007 0.206 -2.285
-0.971 -2.521 0.435
-1.913 -0.398 4.266
5.297 -1.818 0.799
-1.669 -0.871 -1.557
-1.485 0.395 -2.305
1.446 -0.382 -0.061
1.754 0.735 0.851
0.496 0.589 0.153
0.372 -0.570 -0.251
-0.776 -0.514 0.511

Summary:
**E_HOMO**: -3.161 eV
**Charge**: -1
**Multiplicity**: 1

=====

6.
ORCA calculation (ωB97M-V/def2-TZVPD) on a structure of composition C6H12O7S2Tl at a distorted geometry.

Cartesian coordinates (Å):
H 1.0967 0.2701 0.4969
C -1.8525 -0.4707 -0.2907
C -0.7967 -1.4997 -0.0301
S 0.0917 -0.7700 2.4871
H 0.1823 -2.7645 1.3989
O 1.0131 -0.0348 -2.0387
O 2.9581 1.3552 -2.8618
H 0.1972 1.7465 -2.0317
S 2.5427 0.5711 -1.7727
H -1.4875 -2.4089 1.8957
O 3.2335 -0.5010 -1.1872
H -1.2855 0.6509 3.2498
C -0.5786 -1.9798 1.4582
H -1.5578 -0.1266 -2.4719
H -1.0346 -2.3994 -0.5977
H -1.9301 1.3234 -1.5552
O 1.4135 -0.3813 1.9888
O 0.1590 -1.2490 3.8337
Tl 1.1867 4.1581 -0.7502
C 0.0850 0.7894 -1.4475
O 2.0962 1.6428 -0.5492
C 0.8054 1.1935 -0.1153
H -2.1275 0.1844 0.5287
H -2.7778 -0.9594 -0.6000
H 0.2187 -1.1982 -0.3484
O -0.8243 0.4810 2.3994
C -1.3363 0.4031 -1.5440
H 0.3091 1.9736 0.4550

Forces on the atoms, in the same order (eV/Å):
-0.302 -1.403 1.144
-0.217 -0.472 0.155
-0.489 -0.579 0.468
-0.841 -1.358 3.000
0.081 0.005 0.298
0.156 0.334 -0.254
-0.578 0.141 0.373
-0.417 0.294 0.420
1.664 -1.109 -0.572
-0.121 0.333 0.070
-0.174 0.297 0.159
0.033 0.066 0.050
0.084 -0.009 -1.172
0.272 -0.257 0.031
0.229 -0.010 -0.203
-0.147 -0.081 0.198
0.496 1.072 -1.626
0.172 0.219 -0.680
0.322 1.734 -0.260
-0.131 -0.447 -0.407
-1.705 -1.465 0.358
1.291 2.406 -1.349
0.367 0.205 -0.003
-0.026 0.182 -0.347
0.183 -0.326 -0.068
-0.086 0.142 -0.186
-0.131 0.308 0.007
0.015 -0.225 0.397

Summary:
**E_HOMO**: -22.510 eV
**Charge**: +3
**Multiplicity**: 1

=====

7.
ORCA calculation (ωB97M-V/def2-TZVPD) on a structure of composition C6H12OPRe at a distorted geometry.

Cartesian coordinates (Å):
C -1.3659 2.7957 -0.0160
Re -0.2949 -2.0673 -0.4734
H -0.7357 3.0968 2.1205
H 2.3765 -2.7235 -2.2040
C -0.4570 2.8923 1.0849
H 1.6556 2.2619 -1.4557
P 1.8929 -2.1945 -0.9759
H -2.4434 2.8819 0.0616
H 2.7735 -2.8512 -0.0647
H 1.7529 2.6233 1.2613
C -0.6154 2.5436 -1.1939
C 0.8245 2.4459 -0.7807
C 0.8772 2.6710 0.6132
O -1.4588 -1.7030 1.0141
H -0.9749 2.4667 -2.2158
H 2.5057 -0.8961 -0.9919
C -1.0115 -2.9903 1.5031
H -0.4618 -2.8940 2.4444
H -2.3398 -1.4264 1.3268
H -0.3305 -3.5053 0.7387
H -1.8653 -3.6531 1.6822

Forces on the atoms, in the same order (eV/Å):
0.786 -0.422 -1.440
0.893 -0.475 -2.606
0.106 -0.057 -0.398
-0.010 0.178 0.298
-0.152 -0.203 -0.536
-0.159 0.075 0.209
2.194 0.131 -0.515
0.200 0.144 -0.131
-0.302 0.173 -0.370
-0.233 0.165 -0.399
-0.282 0.292 2.125
-0.616 0.444 1.934
0.356 -0.592 -1.648
-2.510 0.285 3.104
-0.012 0.006 0.279
-0.108 -0.530 -0.053
-0.951 0.281 1.596
0.070 0.201 -0.362
0.241 0.066 -0.131
0.232 -0.136 -0.480
0.254 -0.026 -0.476

Summary:
**E_HOMO (alpha / beta)**: -11.035 / -10.917 eV
**Charge**: +1
**Multiplicity**: 4

=====

8.
ORCA calculation (ωB97M-V/def2-TZVPD) on an isolated molecule of C6H12OS at a distorted geometry.

Cartesian coordinates (Å):
H -1.9844 -0.2852 -1.9601
H 1.7136 1.0651 1.2492
H -1.8442 -2.3211 0.5696
H 0.0994 2.6645 0.4220
C -1.1518 -0.3773 0.0033
C -2.3329 -0.1056 -0.9562
C -0.9178 -1.8401 0.2316
H 0.9895 -0.5333 1.5928
C -0.1636 0.6659 0.2976
C -0.1194 1.9926 -0.3930
H -1.1342 2.1091 -0.8462
S 2.2378 -0.4402 -0.5260
O -1.2353 0.4071 1.2251
H -0.0784 -1.9953 0.8719
C 1.1495 0.2491 0.8362
H -0.6902 -2.2408 -0.7900
H 0.6949 2.0177 -1.1006
H 3.3765 -0.3486 0.2298
H -2.6797 0.9278 -0.9491
H -3.1689 -0.7797 -0.7915

Forces on the atoms, in the same order (eV/Å):
0.121 -0.191 -0.584
-0.002 0.440 0.336
0.366 0.114 0.177
-0.235 0.862 -0.056
-1.944 0.408 0.350
0.950 0.143 0.107
-0.245 0.038 -1.941
0.289 0.445 -0.215
-0.024 -0.565 -0.179
-1.561 -0.741 0.209
1.189 0.730 0.230
0.185 0.306 1.001
0.199 0.351 -0.404
0.294 -0.472 0.454
1.023 -1.503 -0.052
-0.031 -0.107 0.886
0.046 0.046 -0.402
-0.558 -0.108 -0.549
-0.041 -0.176 0.333
-0.022 -0.021 0.300

Summary:
**SMILES**: CC1(C)O[C@@]1(C)CS
**E_HOMO**: -9.263 eV
**Charge**: 0
**Multiplicity**: 1

=====

9.
ORCA calculation (ωB97M-V/def2-TZVPD) on an isolated molecule of C6H12OS at a distorted geometry.

Cartesian coordinates (Å):
H -0.2586 2.2278 0.7202
H -1.5304 -2.9305 -0.8515
H 1.8680 0.9867 1.2442
H 0.0647 -2.3468 -1.6206
H 0.8991 0.7101 -1.7259
H -1.2798 -1.3922 1.8183
C -0.3699 -1.2972 1.2941
O -2.4092 0.6763 1.0174
H -1.5296 -1.5796 -1.8411
C 0.9038 0.9147 -0.6404
S -1.6992 0.6068 -0.3013
H 0.1556 -2.2411 1.2930
H -0.3698 2.5899 -0.9156
C 2.0512 1.3742 0.1887
C -0.9408 -1.9608 -1.1483
C -0.3258 1.8022 -0.2157
H 2.9631 0.9143 -0.0895
C -0.6342 -0.9202 -0.1135
H 0.3077 -0.5102 1.8674
H 2.1342 2.3756 0.0200

Forces on the atoms, in the same order (eV/Å):
0.135 0.465 2.333
1.226 1.700 0.285
0.158 1.254 -0.969
-1.923 0.648 0.717
0.569 0.182 0.739
-1.126 -0.086 0.820
2.487 1.687 0.398
-0.358 0.323 -0.501
-2.374 1.943 -3.672
-3.008 -0.036 0.339
0.255 -0.537 1.212
0.190 -0.320 0.154
-0.698 1.008 -0.992
-0.515 -4.536 0.902
3.540 -3.808 2.459
0.908 -3.195 -2.410
1.118 -0.460 -0.443
0.637 2.249 -0.637
-1.481 -1.531 -1.114
0.258 3.051 0.379

Summary:
**E_HOMO (alpha / beta)**: -7.900 / -7.866 eV
**Charge**: 0
**Multiplicity**: 1

=====

10.
ORCA calculation (ωB97M-V/def2-TZVPD) on a cluster of 2 separate species, C6H12P2 in total at a distorted geometry.

Cartesian coordinates (Å):
C -1.8937 1.5027 0.2809
H 0.0962 -1.4409 0.5474
P 4.3739 -0.8087 1.0120
H 4.7343 -1.9430 -1.2741
H -2.2957 1.7458 -0.6656
H 4.3215 0.5566 1.5152
H -2.8999 1.3562 0.8736
C -2.1990 -0.8746 -0.4386
H 0.6523 -0.1287 1.3751
H -1.2715 2.2288 0.7069
H -1.7779 -1.7624 -0.9024
C 0.7477 0.8623 -1.5737
C -0.3170 -0.5944 1.1241
H -2.7856 -1.1719 0.4681
H 1.3810 1.5999 -2.0764
H -0.8681 -0.7652 2.0866
H -2.8868 -0.3298 -1.0429
C -1.1435 0.1716 0.0309
C -0.2125 0.4123 -1.0172
P 4.2443 -0.6164 -1.0301

Forces on the atoms, in the same order (eV/Å):
-2.350 -2.466 1.435
-0.805 -0.447 0.858
0.495 0.001 -0.518
-0.498 0.109 0.260
0.003 0.917 -1.147
-0.457 -0.433 -0.753
2.174 0.097 -0.458
-0.339 0.430 1.855
-0.593 0.599 0.086
0.681 1.231 0.512
0.007 0.143 -0.150
0.679 1.484 -1.173
0.657 0.921 0.140
0.460 -0.001 -0.684
-0.277 -1.176 0.258
0.367 -0.381 -1.149
-0.598 -0.090 -1.013
-1.188 -2.085 0.871
1.154 0.817 -0.245
0.427 0.329 1.013

Summary:
**E_HOMO**: -9.136 eV
**Charge**: 0
**Multiplicity**: 1

=====

11.
ORCA calculation (ωB97M-V/def2-TZVPD) on a structure of composition C6H12P2 at a distorted geometry.

Cartesian coordinates (Å):
H 1.6399 -1.8326 0.5474
C -0.3528 0.0318 0.0539
H -2.4311 0.5905 -0.0686
H 0.3988 -2.1314 1.5596
H -0.4008 0.7903 -1.9917
H -1.9101 -0.6565 1.3414
H 1.0785 0.5596 -1.5138
H 0.1311 -2.4487 -0.1679
C 0.6621 2.5215 0.3388
C 0.1748 1.2091 0.7294
H 0.1451 -0.7261 -2.0948
H -2.1763 -1.3001 -0.3810
P -0.5613 2.4982 1.7600
H 2.7003 0.8930 -0.0346
C 0.1506 0.1209 -1.3548
H 0.2875 2.2371 2.9723
P 1.9858 1.5676 1.1384
H 0.6963 3.1272 -0.4841
C -1.7712 -0.3976 0.2104
C 0.6295 -1.9791 0.5821

Forces on the atoms, in the same order (eV/Å):
2.594 0.403 -0.892
2.104 -3.892 -1.548
1.080 -2.437 0.749
-1.377 -0.706 2.624
-1.250 0.910 0.139
-0.213 0.656 -1.999
2.185 0.476 0.550
-1.140 -1.584 -1.869
0.334 -0.690 2.545
0.424 -0.773 1.314
-0.070 -0.183 1.466
1.123 1.552 0.653
0.458 -0.223 0.638
-1.013 0.787 0.868
-1.306 -1.315 -2.571
-0.454 0.685 -1.087
0.462 -0.890 -0.594
-0.263 1.286 -1.998
-2.309 1.205 1.377
-1.367 4.734 -0.363

Summary:
**E_HOMO**: -7.931 eV
**Charge**: 0
**Multiplicity**: 1

=====

12.
ORCA calculation (ωB97M-V/def2-TZVPD) on a cluster of 2 separate species, C6H12S2 in total at a distorted geometry.

Cartesian coordinates (Å):
H -1.1250 -0.2375 -4.7838
C 1.0148 -0.6981 0.6118
C 0.3210 0.4023 2.6175
H -0.6982 0.7399 3.0732
H -0.3733 2.6831 -0.8312
C -1.1947 2.0324 -0.4803
H -2.0756 2.5554 -0.1350
C 0.3800 -0.7547 1.7340
H -0.0530 -1.6595 2.0537
C 1.2633 -1.8516 -0.3919
S -0.9831 -1.0079 -3.5694
H 1.5863 0.2320 0.2865
H 2.3101 -1.9582 -0.6996
H 0.9297 0.1644 3.5737
H 0.6213 1.2995 2.0761
H 1.0098 -2.7276 0.3305
H -0.7313 1.1793 0.0877
H 0.6478 -1.8167 -1.2333
S -1.7541 1.4895 -2.1584
C -1.0957 -0.0662 -2.1617

Forces on the atoms, in the same order (eV/Å):
-0.256 -0.488 1.435
2.916 0.600 -4.145
-1.087 1.306 3.186
1.281 -1.128 -0.989
-0.457 0.200 0.963
0.827 -0.405 -1.642
0.317 0.164 0.902
-0.694 0.369 0.699
-0.588 -1.110 0.329
0.242 -1.099 4.393
0.157 0.930 -0.569
-1.076 -0.777 0.709
-0.187 0.233 0.212
-0.584 0.821 -1.528
0.643 -0.013 0.372
0.371 0.692 -1.940
-1.084 0.795 -0.473
-1.097 0.032 -1.177
0.908 -1.337 0.266
-0.552 0.214 -1.000

Summary:
**E_HOMO**: -8.502 eV
**Charge**: 0
**Multiplicity**: 1

=====

Number 1: molecular weight 180.29 g/mol. Number 2: molecular weight 132.16 g/mol. Number 3: molecular weight 132.16 g/mol. Number 4: molecular weight 148.16 g/mol. Number 5: molecular weight 227.20 g/mol. Number 6: molecular weight 464.67 g/mol. Number 7: molecular weight 317.34 g/mol. Number 8: molecular weight 132.23 g/mol. Number 9: molecular weight 132.23 g/mol. Number 10: molecular weight 146.11 g/mol. Number 11: molecular weight 146.11 g/mol. Number 12: molecular weight 148.30 g/mol.